Here is one molecule with the formula C8H9NO2 from OMol25. Energies are from the ωB97M-V functional and the def2-TZVPD basis.

Values from the calculation:
Largest force on an atom = 3.205 eV/A
HOMO-LUMO gap = 10.0 eV
Relative energy (zero: lowest compared OMol25 entry of this formula, charge and spin) = 92.2 kcal/mol
E = -515.331857 Ha
E_HOMO = -9.3088 eV

Bonds (Å) are listed after each position.
Cartesian coordinates (Å):
1 C -1.91 -0.66 -1.34  C2 1.501, H12 1.086, H13 1.121, H14 1.114
2 C -0.58 -1.00 -0.72  C1 1.501, O3 1.218, C4 1.602
3 O 0.18 -1.70 -1.37  C2 1.218
4 C -0.20 -0.26 0.64  C2 1.602, C5 1.533, C9 1.457, H15 1.073
5 C 1.24 -0.63 1.01  C4 1.533, C6 1.319, H16 1.063
6 C 2.23 0.20 0.75  C5 1.319, C7 1.502, H17 1.094
7 C 2.04 1.57 0.17  C6 1.502, C8 1.511, N10 1.389, O11 1.402
8 C 0.62 2.05 0.39  C7 1.511, C9 1.341, H18 1.048
9 C -0.37 1.19 0.64  C4 1.457, C8 1.341, H19 1.079
10 N 2.79 1.99 -0.92  C7 1.389, O11 1.422, H20 0.977
11 O 3.15 2.40 0.39  C7 1.402, N10 1.422
12 H -1.73 0.32 -1.77  C1 1.086
13 H -2.70 -0.73 -0.56  C1 1.121
14 H -2.08 -1.34 -2.21  C1 1.114
15 H -0.97 -0.61 1.31  C4 1.073
16 H 1.53 -1.58 1.38  C5 1.063
17 H 3.27 -0.13 0.84  C6 1.094
18 H 0.55 3.09 0.25  C8 1.048
19 H -1.36 1.56 0.44  C9 1.079
20 H 3.47 1.38 -1.28  N10 0.977

Here are the Mulliken charges for atoms 1 to 4, given in e: -1.175 0.567 -0.538 0.357